{"formula": "C30H48Cl6O3S", "method": "wB97M-V/def2-TZVPD", "species": ["C", "C", "C", "C", "S", "O", "C", "O", "O", "C", "C", "C", "C", "C", "C", "C", "C", "C", "C", "C", "C", "C", "C", "C", "C", "C", "C", "C", "H", "H", "H", "H", "H", "H", "H", "H", "H", "H", "H", "H", "H", "H", "H", "H", "H", "H", "H", "H", "H", "H", "H", "H", "H", "H", "H", "H", "H", "H", "H", "H", "H", "H", "H", "H", "Cl", "C", "C", "Cl", "H", "H", "H", "H", "Cl", "C", "C", "Cl", "H", "H", "H", "H", "Cl", "C", "C", "Cl", "H", "H", "H", "H"], "coordinates": [[0.81069, 2.16403, 4.42096], [-0.43279, 2.19540, 3.95964], [-0.93818, 1.31695, 2.85639], [-0.95774, 2.05072, 1.48946], [-2.15940, 3.40406, 1.75724], [0.34268, 2.63259, 1.31773], [1.01125, 1.97997, 0.33613], [2.11801, 2.25767, -0.00640], [0.25800, 0.99070, -0.15981], [-1.13148, 1.11991, 0.24293], [-1.57285, -0.32118, 0.54849], [-1.09212, -1.32547, -0.52695], [0.05769, -2.23540, -0.08550], [1.46623, -1.81377, -0.52512], [1.58109, -1.37716, -1.98381], [3.03102, -1.36846, -2.49869], [3.74866, -0.03403, -2.21000], [4.74754, -0.15325, -1.05049], [5.09016, 1.18764, -0.36656], [4.79745, 1.19951, 1.14743], [6.05863, 1.00312, 1.98780], [-2.00372, 1.62617, -0.92007], [-1.31980, 2.48622, -1.95769], [-0.58718, 3.62797, -1.64004], [0.03690, 4.38359, -2.62068], [-0.07999, 4.02035, -3.95373], [-0.82494, 2.90005, -4.28378], [-1.43694, 2.14085, -3.30076], [1.47772, 1.32683, 4.25065], [1.21781, 3.00270, 4.97120], [-1.13046, 2.90872, 4.38824], [-0.22046, 0.50180, 2.73695], [-1.92749, 0.91151, 3.06230], [-2.51643, 3.76825, 0.52051], [-1.17198, -0.65776, 1.49821], [-2.65992, -0.35589, 0.61343], [-0.87784, -0.81862, -1.46694], [-1.94938, -1.97268, -0.72703], [-0.11501, -3.24387, -0.46543], [0.06095, -2.31289, 1.00513], [2.10868, -2.69148, -0.39330], [1.88012, -1.04976, 0.13774], [1.20996, -0.34928, -2.04174], [0.92167, -1.96640, -2.62512], [3.56053, -2.16601, -1.96976], [3.02287, -1.61491, -3.55708], [4.26298, 0.28540, -3.11870], [3.02098, 0.73991, -1.95695], [5.66767, -0.59514, -1.44062], [4.33714, -0.85895, -0.32552], [4.58204, 2.01205, -0.86424], [6.16369, 1.35382, -0.48757], [4.35979, 2.17028, 1.39116], [4.03219, 0.45953, 1.38862], [6.48409, 0.01621, 1.80177], [5.83431, 1.11612, 3.04852], [6.78649, 1.76747, 1.71652], [-2.88034, 2.12837, -0.51087], [-2.38936, 0.74227, -1.42585], [-0.48538, 3.92956, -0.60573], [0.61407, 5.24359, -2.30990], [0.40632, 4.61982, -4.71041], [-0.93412, 2.62380, -5.32423], [-2.01490, 1.26957, -3.58465], [-4.98242, -0.08934, 5.54980], [-5.90501, 1.11240, 4.60723], [-6.08825, 0.68955, 3.17306], [-4.54833, 0.70036, 2.27940], [-5.37838, 2.06068, 4.67512], [-6.87734, 1.21494, 5.08573], [-6.75720, 1.38515, 2.66923], [-6.50786, -0.31119, 3.10151], [2.37746, -5.04305, -4.76766], [0.97840, -4.61219, -5.78391], [1.20034, -3.32454, -6.53415], [1.24843, -1.92303, -5.43575], [0.10665, -4.54636, -5.13809], [0.83125, -5.42677, -6.49107], [0.38127, -3.16109, -7.23266], [2.13370, -3.34354, -7.09068], [-5.31466, -5.51617, 2.87858], [-4.16227, -4.97398, 4.12655], [-4.18394, -3.47858, 4.30672], [-3.52612, -2.61964, 2.89050], [-3.17378, -5.32424, 3.84157], [-4.45105, -5.45690, 5.05848], [-3.56609, -3.20279, 5.15973], [-5.19275, -3.11241, 4.47732]], "atomic_forces_ev_per_a": [[0.0, 0.0, 0.0], [-0.1, 0.1, 0.2], [0.4, -0.4, 0.0], [-0.4, 0.6, 0.6], [-0.1, 0.0, 0.1], [0.0, -0.2, -0.6], [0.1, 0.4, 0.3], [-0.2, -0.2, 0.0], [-0.1, 0.2, -0.4], [0.2, -0.7, 0.3], [0.2, 0.1, -0.1], [-0.7, -0.2, 0.3], [0.4, 0.3, -0.1], [0.1, -0.4, -0.1], [0.0, 0.5, 0.2], [-0.4, 0.1, 0.4], [0.1, -0.3, 0.0], [0.1, 0.3, -0.3], [0.2, -0.5, 0.2], [0.0, 0.7, -0.2], [-0.5, 0.0, -0.2], [0.3, 0.1, -0.2], [-0.1, 0.1, -0.1], [-0.1, -0.1, 0.2], [-0.1, -0.1, 0.2], [0.1, 0.2, 0.2], [0.0, 0.1, -0.3], [0.0, 0.0, 0.1], [0.1, 0.2, -0.5], [-0.2, -0.3, 0.5], [0.1, 0.4, -0.4], [-0.1, -0.1, 0.1], [0.0, -0.1, 0.0], [0.3, -0.1, -0.1], [-0.1, 0.0, 0.1], [0.0, 0.1, 0.1], [0.1, 0.0, 0.0], [0.0, 0.0, -0.1], [-0.1, 0.0, -0.1], [-0.1, -0.1, 0.0], [0.0, 0.0, 0.1], [-0.1, 0.1, -0.1], [-0.1, -0.1, -0.2], [0.1, -0.3, 0.1], [0.1, -0.1, -0.3], [0.2, 0.1, 0.0], [0.1, 0.2, 0.1], [-0.1, 0.0, -0.1], [0.0, -0.2, 0.1], [0.0, 0.0, 0.1], [-0.1, -0.1, 0.0], [0.0, 0.2, -0.1], [0.0, 0.0, 0.1], [0.0, -0.1, 0.0], [0.2, 0.0, 0.1], [0.1, -0.1, 0.1], [0.1, -0.1, 0.0], [0.0, -0.1, 0.1], [0.0, 0.0, -0.1], [0.0, 0.1, 0.0], [0.0, 0.1, -0.1], [0.0, -0.1, -0.1], [0.0, -0.1, 0.0], [0.0, -0.1, 0.0], [0.0, 0.0, 0.0], [-0.1, 0.1, 0.0], [-0.1, -0.1, 0.0], [-0.1, 0.1, 0.0], [0.1, 0.0, 0.0], [0.0, 0.0, 0.0], [0.0, 0.0, 0.0], [0.1, 0.0, 0.0], [0.0, 0.0, 0.0], [0.0, -0.1, 0.0], [0.0, 0.0, -0.1], [-0.1, 0.0, -0.2], [0.0, 0.0, 0.0], [0.0, 0.0, 0.0], [0.0, 0.0, 0.0], [0.0, 0.0, 0.1], [0.0, 0.0, 0.0], [0.0, 0.0, 0.1], [0.0, 0.0, 0.1], [0.0, 0.0, 0.0], [0.0, 0.0, -0.1], [0.0, 0.0, 0.0], [0.0, 0.0, 0.0], [0.0, 0.0, 0.0]], "mulliken_charge": [-0.86, -0.32, -0.71, 1.36, -0.26, -0.30, 0.05, -0.41, -0.12, 0.95, -1.34, -0.45, -1.62, 0.06, 0.52, -1.11, -0.36, -0.81, -0.67, -0.10, -1.51, -1.86, 1.06, 0.25, -0.93, -0.50, -0.77, -0.57, 0.26, 0.26, 0.33, 0.41, 0.08, 0.25, 0.31, 0.11, 0.30, 0.54, 0.29, 0.47, 0.80, -0.47, -0.25, 0.52, 0.37, 0.15, 0.49, 0.07, 0.34, 0.38, 0.35, 0.51, 0.26, 0.12, 0.33, 0.40, 0.37, 0.70, 0.55, 0.12, 0.42, 0.41, 0.41, 0.37, -0.17, -0.51, -0.64, 0.01, 0.32, 0.36, 0.34, 0.29, -0.18, -0.50, -0.52, -0.12, 0.31, 0.36, 0.31, 0.33, -0.19, -0.44, -0.60, -0.03, 0.32, 0.33, 0.29, 0.32], "total_energy_ha": -4556.970027, "smiles": "C=CC[C@@]1(S)OC(=O)O[C@]1(CCCCCCCCCCC)Cc1ccccc1.ClCCCl.ClCCCl.ClCCCl", "homo_lumo_gap_ev": 9.533, "homo_energy_ev": -9.19}